# C4H6ClNS

The molecule C4H6ClNS at a distorted geometry (wB97M-V/def2-TZVPD, OMol25).

Calculated values
* SMILES: C[C@@]1(Cl)C=CSN1
* electronic energy: -29091.72487 eV
* HOMO-LUMO gap: 8.8 eV
* strongest force on any atom: 0.082 Eh/bohr

Structure (XYZ):
```
13
Properties=species:S:1:pos:R:3:lowdin_charge:R:1
C -0.33 -0.61 -0.92 -0.24
C -1.65 -0.86 -0.92 -0.36
C 0.19 0.36 -0.01 -0.91
C 1.55 0.06 0.58 -0.08
N -0.82 0.45 0.94 -0.33
S -2.42 0.04 0.39 0.91
Cl 0.49 2.04 -0.93 0.45
H 0.46 -0.89 -1.69 0.15
H -2.29 -1.49 -1.53 0.08
H 2.30 0.56 0.09 0.03
H 1.56 -1.04 0.61 0.10
H 1.68 0.30 1.60 0.07
H -0.73 1.08 1.78 0.13
```

---

# C6H15NO

The molecule C6H15NO at a distorted geometry (wB97M-V/def2-TZVPD, OMol25).

Calculated values
* SMILES: CC(C)C[C@@H](N)CO
* electronic energy: -9999.89506 eV
* HOMO-LUMO gap: 9.9 eV
* strongest force on any atom: 0.118 Eh/bohr

Structure (XYZ):
```
23
Properties=species:S:1:pos:R:3:lowdin_charge:R:1
C 1.04 -2.21 -0.48 -0.33
O 2.22 -1.86 -0.95 -0.08
C 0.34 -0.90 0.19 -0.32
C -0.62 0.01 -0.80 -0.06
C -0.91 1.38 0.25 -0.36
C -2.08 2.26 -0.38 -0.10
C 0.46 2.05 0.53 -0.11
N -0.42 -1.05 1.46 0.02
H 1.03 -2.96 0.41 0.13
H 0.44 -2.66 -1.22 0.09
H 2.50 -1.13 -0.19 0.18
H 1.24 -0.21 0.37 0.10
H -1.59 -0.40 -0.93 0.07
H -0.06 0.38 -1.71 0.12
H -1.42 1.10 1.22 0.10
H -2.95 2.16 0.28 0.05
H -2.24 1.93 -1.48 0.08
H -1.98 3.42 -0.37 0.09
H 1.05 1.59 1.37 0.08
H 1.06 2.03 -0.36 0.06
H 0.48 3.07 0.91 0.07
H -0.50 -0.20 2.02 0.06
H -1.32 -1.41 1.22 0.06
```

---

# C17H14FNO2

The molecule C17H14FNO2 (wB97M-V/def2-TZVPD, OMol25).

Calculated values
* SMILES: O=Cc1cn(CCOc2ccccc2F)c2ccccc12
* electronic energy: -26158.33667 eV
* HOMO-LUMO gap: 8.7 eV
* strongest force on any atom: 0.015 Eh/bohr

Structure (XYZ):
```
35
Properties=species:S:1:pos:R:3:lowdin_charge:R:1
O 4.41 1.29 -1.21 0.04
C 3.76 0.32 -0.89 -0.24
C 2.55 0.35 -0.12 -0.13
C 1.92 1.47 0.37 0.03
N 0.81 1.14 1.06 -0.03
C 0.66 -0.23 1.04 -0.17
C -0.31 -1.05 1.60 -0.02
C -0.20 -2.40 1.39 -0.09
C 0.85 -2.95 0.65 -0.09
C 1.83 -2.14 0.11 -0.02
C 1.74 -0.77 0.30 -0.13
H 2.64 -2.57 -0.45 0.11
H 0.89 -4.02 0.52 0.10
H -0.95 -3.06 1.81 0.10
H -1.13 -0.64 2.18 0.11
C -0.17 2.08 1.55 -0.08
H 0.29 2.77 2.27 0.13
H -0.96 1.53 2.05 0.11
C -0.76 2.92 0.38 -0.15
O -0.73 2.23 -0.85 -0.03
C -1.33 1.01 -0.98 -0.21
C -2.42 0.53 -0.27 -0.21
C -2.94 -0.73 -0.50 -0.02
C -2.38 -1.55 -1.46 -0.08
C -1.30 -1.08 -2.19 -0.07
C -0.78 0.17 -1.96 0.01
H 0.07 0.54 -2.51 0.13
H -0.85 -1.71 -2.95 0.11
H -2.78 -2.53 -1.63 0.10
H -3.79 -1.05 0.09 0.12
F -3.02 1.28 0.70 0.05
H -0.14 3.80 0.19 0.13
H -1.77 3.25 0.64 0.12
H 2.22 2.50 0.26 0.15
H 4.07 -0.69 -1.20 0.12
```

---

# C17H19BHfN6O2

A structure of composition C17H19BHfN6O2 at a distorted geometry (wB97M-V/def2-TZVPD, OMol25).

Calculated values
* electronic energy: -32937.55815 eV
* HOMO-LUMO gap: 3.4 eV
* charge: +2
* strongest force on any atom: 0.101 Eh/bohr

Structure (XYZ):
```
46
Properties=species:S:1:pos:R:3:lowdin_charge:R:1
H 2.49 -2.66 1.25 0.12
N 2.20 -1.51 -0.49 -0.17
B 2.57 -0.06 -2.62 -0.38
N 3.04 -1.03 -1.48 0.03
C 4.13 -1.83 -1.49 0.04
Hf 0.03 -1.62 -0.19 2.20
H 4.79 -1.81 -2.35 0.16
C 4.11 -2.63 -0.34 0.01
H 4.87 -3.35 -0.03 0.13
C 2.93 -2.36 0.32 -0.09
H 3.30 -0.10 -3.59 0.12
C -1.43 4.01 1.37 -0.04
H -2.37 3.41 1.42 0.03
H -0.58 3.30 1.39 0.01
H -1.43 4.50 0.37 0.04
N 2.83 1.55 -2.15 -0.07
N 1.06 -0.21 -3.02 0.02
N 2.05 1.89 -1.08 -0.01
N 0.08 -0.62 -2.14 -0.16
C 3.56 2.59 -2.50 -0.08
C 0.56 -0.36 -4.26 0.03
H 4.22 2.56 -3.29 0.10
H 1.23 -0.34 -5.11 0.16
C 3.26 3.59 -1.64 -0.10
C -0.81 -0.59 -4.17 0.01
C 2.34 3.20 -0.72 -0.10
C -1.12 -0.66 -2.82 -0.07
H 3.59 4.51 -1.55 0.06
H -1.52 -0.70 -4.98 0.13
H 1.79 3.60 0.19 0.13
H -2.03 -0.74 -2.25 0.11
H -1.38 4.68 2.11 -0.03
O -2.87 -0.49 0.28 0.04
C -2.47 -1.12 1.33 -0.48
O -1.25 -1.76 1.42 -0.28
C -3.12 -1.28 2.55 -0.21
C -2.33 -1.72 3.61 -0.01
C -2.93 -1.94 4.83 -0.03
C -4.33 -1.72 4.90 0.00
C -5.12 -1.28 3.80 -0.01
C -4.48 -1.05 2.58 0.03
H -1.26 -1.83 3.45 0.12
H -2.26 -2.27 5.64 0.13
H -4.76 -1.93 5.88 0.12
H -6.20 -1.13 3.91 0.13
H -4.96 -0.68 1.66 0.14
```

---

# C28H31BN8PdSi

A structure of composition C28H31BN8PdSi (wB97M-V/def2-TZVPD, OMol25).

Calculated values
* 2S+1: 2
* electronic energy: -53490.94989 eV
* HOMO-LUMO gap (spin up / spin down): 7.4 / 6.7 eV
* charge: +1
* strongest force on any atom: 0.005 Eh/bohr

Structure (XYZ):
```
70
Properties=species:S:1:pos:R:3:lowdin_charge:R:1
Pd -0.49 0.56 0.52 0.92
C -1.98 3.92 0.06 -0.02
C -1.61 3.18 -1.18 -0.34
C -1.72 3.57 -2.52 0.00
C -1.25 2.50 -3.24 -0.04
N -0.88 1.53 -2.38 0.03
N -1.09 1.96 -1.11 0.00
B -0.17 0.17 -2.58 -0.65
N 1.22 0.26 -1.89 0.02
C 2.38 0.59 -2.48 -0.04
C 3.30 0.92 -1.51 0.01
C 2.61 0.80 -0.30 -0.32
C 3.15 1.08 1.06 -0.04
N 1.35 0.40 -0.55 0.00
N -1.04 -0.94 -1.92 0.03
C -1.80 -1.82 -2.59 -0.03
C -2.66 -2.43 -1.71 0.01
C -2.38 -1.86 -0.47 -0.31
C -3.08 -2.15 0.81 -0.01
N -1.39 -0.97 -0.61 0.00
N 0.05 -0.23 -4.02 -0.03
C 0.79 -1.29 -4.44 -0.10
C 0.46 -1.54 -5.74 -0.01
C -0.53 -0.59 -6.06 -0.35
C -1.26 -0.40 -7.35 -0.03
N -0.78 0.18 -5.02 0.12
H -1.93 5.00 -0.10 0.09
H -3.00 3.67 0.37 0.08
H -1.31 3.66 0.87 0.05
H -2.09 4.50 -2.90 0.11
H -1.16 2.34 -4.30 0.11
H 2.48 0.57 -3.55 0.13
H 4.32 1.21 -1.64 0.11
H 4.02 1.73 0.96 0.09
H 2.42 1.60 1.68 0.04
H 3.47 0.18 1.57 0.08
H -1.69 -1.94 -3.66 0.13
H -3.40 -3.18 -1.93 0.11
H -4.10 -2.46 0.60 0.10
H -2.60 -2.95 1.38 0.07
H -3.13 -1.27 1.45 0.05
H 1.49 -1.78 -3.78 0.13
H 0.88 -2.30 -6.39 0.11
H -0.80 -1.00 -8.14 0.08
H -2.30 -0.70 -7.26 0.08
H -1.24 0.64 -7.66 0.08
C -1.61 -4.63 3.68 -0.06
C -2.11 -3.47 4.28 -0.06
C -1.60 -2.24 3.92 -0.10
C -0.58 -2.15 2.96 -0.35
C -0.07 -3.32 2.39 -0.11
C -0.59 -4.55 2.74 -0.07
Si 0.14 -0.55 2.44 0.77
C -0.68 1.06 2.90 -0.38
C 0.06 2.22 3.24 -0.09
C -0.58 3.38 3.60 -0.06
C -1.97 3.44 3.61 -0.05
C -2.73 2.34 3.25 -0.06
C -2.09 1.16 2.90 -0.11
H -2.01 -5.59 3.96 0.11
H -2.89 -3.54 5.02 0.11
H -1.99 -1.35 4.39 0.10
H 0.72 -3.27 1.65 0.11
H -0.20 -5.45 2.29 0.11
H 1.60 -0.54 2.55 0.00
H 1.14 2.17 3.26 0.09
H 0.00 4.25 3.89 0.12
H -2.47 4.36 3.90 0.12
H -3.81 2.38 3.25 0.12
H -2.69 0.29 2.66 0.08
```

---

# C3H23N2O8

A cluster of 8 separate species, C3H23N2O8 in total at a distorted geometry (wB97M-V/def2-TZVPD, OMol25).

Calculated values
* electronic energy: -22839.37148 eV
* HOMO-LUMO gap: 11.0 eV
* charge: +1
* strongest force on any atom: 0.045 Eh/bohr

Structure (XYZ):
```
36
Properties=species:S:1:pos:R:3:lowdin_charge:R:1
C 0.03 0.62 1.56 -0.12
C 1.23 -0.13 1.05 -0.09
C 1.12 -0.57 -0.44 -0.52
N 2.00 -1.34 -1.07 0.20
O 0.08 -0.27 -1.08 -0.01
N -1.28 -0.06 1.20 0.15
H -0.10 1.65 1.26 0.12
H 0.11 0.56 2.65 0.14
H 2.16 0.44 1.01 0.11
H 1.36 -1.03 1.67 0.10
H 2.81 -1.85 -0.77 0.12
H 1.79 -1.34 -2.05 0.13
H -1.42 -0.96 1.67 0.11
H -1.20 -0.17 0.17 0.10
H -1.95 0.72 1.20 0.11
H -3.24 2.30 -0.33 0.05
H -1.82 2.37 -0.56 0.06
O -2.43 2.17 0.16 -0.04
H 2.93 -2.95 1.63 0.05
H 2.33 -4.35 1.93 0.05
O 2.15 -3.52 1.51 -0.04
H -3.38 1.21 -3.43 0.07
H -4.50 0.88 -2.52 0.05
O -3.66 1.36 -2.50 -0.07
H 2.69 4.72 0.90 0.06
H 2.56 3.09 0.97 -0.01
O 3.09 3.85 0.81 -0.04
H -1.31 -3.03 0.65 0.08
H -0.07 -3.02 1.61 0.02
O -0.98 -2.73 1.51 -0.03
H -3.14 -2.40 -2.38 0.06
H -2.58 -0.97 -2.06 0.00
O -3.19 -1.45 -2.61 -0.06
H 2.04 2.26 -1.56 0.07
H 3.24 2.27 -0.77 0.06
O 2.50 1.65 -0.97 -0.06
```

---

# C8H4F6NO2RhSSbSeTe

A structure of composition C8H4F6NO2RhSSbSeTe (wB97M-V/def2-TZVPD, OMol25).

Calculated values
* 2S+1: 2
* electronic energy: -123278.61475 eV
* HOMO-LUMO gap (spin up / spin down): 6.9 / 6.1 eV
* charge: -2
* strongest force on any atom: 0.017 Eh/bohr

Structure (XYZ):
```
26
Properties=species:S:1:pos:R:3:lowdin_charge:R:1
Rh -1.11 -0.28 -1.35 0.41
O 2.98 -0.74 -1.12 0.01
C 1.84 -0.55 -0.72 -0.60
O 0.91 -0.05 -1.45 -0.17
C 1.57 -0.82 0.77 -0.13
C 2.71 -1.14 1.50 -0.04
C 2.69 -1.36 2.87 -0.11
C 1.47 -1.25 3.54 -0.12
C 0.33 -0.95 2.83 -0.16
C 0.35 -0.73 1.45 -0.55
S -1.27 -0.35 0.84 0.60
H 3.63 -1.22 0.94 0.11
H 3.60 -1.61 3.40 0.09
H 1.42 -1.42 4.61 0.09
H -0.62 -0.90 3.35 0.08
F -1.20 1.83 -2.38 -0.43
Sb -2.10 3.53 -2.25 1.34
F -3.40 2.77 -1.11 -0.41
F -3.13 3.09 -3.77 -0.38
F -2.97 5.21 -2.14 -0.39
F -0.78 4.26 -3.40 -0.38
F -1.04 3.97 -0.75 -0.37
Te -3.64 -0.64 -1.68 0.20
Se -0.52 -5.09 -1.13 0.39
C -0.76 -3.34 -1.33 -0.92
N -0.95 -2.21 -1.51 -0.15
```

---

# C6H14EuO3

A structure of composition C6H14EuO3 at a distorted geometry (wB97M-V/def2-TZVPD, OMol25).

Calculated values
* 2S+1: 7
* electronic energy: -31911.42085 eV
* HOMO-LUMO gap (spin up / spin down): 6.9 / 8.3 eV
* charge: +1
* strongest force on any atom: 0.038 Eh/bohr

Structure (XYZ):
```
24
Properties=species:S:1:pos:R:3:lowdin_charge:R:1
C 3.09 0.37 0.83 -0.34
O 2.08 1.33 0.76 -0.43
C 3.19 -0.46 -0.46 -0.22
O 1.93 -0.83 -0.98 -0.34
C 1.05 -1.64 -0.10 -0.23
O -2.10 0.38 -0.38 -0.44
C -2.86 1.35 -1.08 -0.08
Eu 0.22 0.58 0.14 1.93
H 2.94 -0.32 1.68 0.11
H 4.08 0.84 0.99 0.13
H 3.81 -1.36 -0.28 0.14
H 3.66 0.14 -1.26 0.13
H 1.69 -2.25 0.56 0.06
H 0.54 -2.33 -0.80 0.05
H -2.23 2.24 -1.23 0.09
H -3.16 0.95 -2.06 0.11
H -3.75 1.64 -0.50 0.11
C -2.76 -0.94 -0.14 -0.22
H -3.78 -0.80 -0.53 0.13
H -2.34 -1.71 -0.79 0.12
C -2.71 -1.34 1.32 -0.06
H -3.20 -0.61 1.97 0.09
H -3.22 -2.31 1.43 0.10
H -1.67 -1.43 1.66 0.06
```